DFT (ωB97M-V/def2-TZVPD) results for 2 unconnected molecules or ions with the total composition C6H6 in a non-equilibrium geometry.

Geometry as XYZ:
```
12
Properties=species:S:1:pos:R:3:forces:R:3:mulliken_charge:R:1
C 0.39941 0.09055 1.93848 1.94 0.90 2.32 -0.310
C -0.21418 -0.04108 0.83715 -1.85 -1.39 -4.07 -0.194
C 0.64241 1.14017 0.91358 -1.00 -0.53 0.51 0.180
C 1.01509 2.28396 0.34944 -0.20 -0.14 -0.59 -0.686
C -0.71366 -1.68575 -1.75822 0.90 1.98 -1.25 -0.368
C -1.41492 -1.64954 -0.69792 0.70 0.04 4.48 -0.233
H 0.76534 -0.27998 2.88690 -0.34 0.13 -0.07 0.313
H 0.80681 2.28422 -0.72606 -0.07 0.49 0.33 0.198
H 1.41048 3.20888 0.78452 0.22 -0.87 0.10 0.259
H -0.73128 -2.23480 -2.64769 -0.60 -1.72 -0.87 0.322
H -0.09931 -0.82373 -1.96315 0.43 0.40 0.25 0.217
H -1.86619 -2.29291 0.08296 -0.11 0.72 -1.13 0.301
```
Forces are in eV/Å.

Frontier orbital gap (alpha / beta), eV: 7.71 / 7.05
Energy above the lowest of the compared OMol25 structures with the same formula, charge and spin, kJ/mol: 855.6
Spin multiplicity: 1
DFT total energy, eV: -6310.33261
LUMO (alpha / beta), eV: -0.2 / -0.8